Record 1
C20H17N4O9S2Zr as an isolated structure at a distorted geometry. Source: the OMol25 dataset; level of theory: ωB97M-V/def2-TZVPD.

Last column: Löwdin charge in e.
CARTESIAN COORDINATES (ANGSTROEM)
Zr (0.000, 0.000, 0.000)  1.48
O (5.327, -3.428, -1.555)  0.08
C (4.217, -2.718, -1.215)  -0.31
C (3.724, -2.705, 0.058)  0.08
C (2.562, -1.937, 0.322)  -0.11
N (1.742, -1.124, -0.496)  0.04
C (2.400, -1.262, -1.746)  -0.11
C (3.552, -1.985, -2.152)  0.08
C (1.714, -0.501, -2.734)  -0.61
O (2.033, -0.402, -3.956)  0.02
O (0.806, -0.029, -2.052)  -0.25
C (2.063, -1.936, 1.653)  -0.60
O (2.565, -2.563, 2.634)  0.02
O (1.091, -1.197, 1.517)  -0.19
H (5.629, -3.865, -0.743)  0.11
H (4.182, -3.255, 0.872)  0.13
H (3.880, -1.944, -3.184)  0.13
O (0.378, 3.850, 1.348)  0.07
N (0.444, 2.853, 0.698)  -0.60
O (1.018, 2.860, -0.348)  -0.02
O (-0.114, 1.746, 1.134)  -0.26
S (-1.244, 1.623, -1.517)  0.75
C (-1.908, 0.391, -2.382)  -0.84
N (-3.102, -0.234, -2.103)  -0.04
C (-3.388, -1.274, -3.058)  -0.16
C (-2.200, -1.239, -4.018)  -0.14
N (-1.360, -0.188, -3.504)  0.04
H (-3.680, 0.029, -1.315)  0.14
H (-4.334, -1.050, -3.559)  0.11
H (-3.470, -2.229, -2.532)  0.11
H (-2.500, -0.991, -5.040)  0.11
H (-1.639, -2.178, -4.020)  0.12
H (-0.477, 0.116, -3.895)  0.13
C (-8.092, 0.232, 3.488)  -0.07
C (-8.258, -1.181, 3.978)  -0.75
O (-9.063, -1.967, 3.494)  0.00
S (-7.171, -1.673, 5.276)  0.97
C (-5.605, -1.511, 4.445)  -0.55
C (-5.291, -2.319, 3.347)  -0.09
C (-4.085, -2.140, 2.664)  -0.03
C (-3.182, -1.156, 3.080)  -0.24
C (-3.482, -0.369, 4.197)  -0.02
C (-4.688, -0.549, 4.879)  -0.10
C (-1.966, -0.938, 2.352)  -0.09
C (-0.964, -0.738, 1.737)  -0.19
H (-7.304, 0.272, 2.731)  0.09
H (-7.852, 0.911, 4.311)  0.08
H (-9.031, 0.568, 3.039)  0.08
H (-5.984, -3.086, 3.006)  0.11
H (-3.861, -2.768, 1.803)  0.12
H (-2.785, 0.395, 4.538)  0.12
H (-4.908, 0.077, 5.741)  0.10
H (-1.534, -0.913, -0.683)  -0.01

Its orbital gap is 0.25203 Eh. As for the spin multiplicity: 1. Its total energy is -68350.5300 eV. The charge is -1.


Record 2
The molecule C20H17N5O3S at a distorted geometry. Source: the OMol25 dataset; level of theory: ωB97M-V/def2-TZVPD.

Last column: Löwdin charge in e.
CARTESIAN COORDINATES (ANGSTROEM)
C (-4.740, 3.573, 1.748)  -0.12
N (-4.840, 2.148, 1.318)  -0.06
C (-4.482, 1.113, 2.170)  -0.88
S (-4.073, 1.439, 3.727)  0.63
N (-4.317, -0.163, 1.710)  0.01
N (-4.655, -0.589, 0.347)  0.09
C (-3.745, -1.035, -0.586)  -0.37
O (-4.250, -1.641, -1.547)  0.02
C (-2.267, -1.006, -0.382)  -0.09
O (-1.559, -0.599, 0.746)  0.08
C (-0.238, -0.502, 0.362)  -0.21
N (0.767, -0.076, 1.162)  0.20
C (2.019, -0.069, 0.666)  -0.19
C (3.116, 0.370, 1.569)  -0.15
C (2.859, 0.801, 2.900)  -0.02
C (3.883, 1.208, 3.770)  -0.08
C (5.206, 1.241, 3.310)  -0.09
C (5.485, 0.829, 2.007)  -0.09
C (4.466, 0.390, 1.169)  -0.04
C (2.256, -0.432, -0.688)  0.06
C (1.200, -0.873, -1.537)  -0.05
C (1.509, -1.415, -2.884)  -0.17
C (2.722, -1.216, -3.494)  -0.01
C (2.706, -1.952, -4.734)  -0.05
C (1.463, -2.465, -4.816)  -0.10
O (0.706, -2.203, -3.694)  0.00
C (-0.038, -0.876, -0.954)  -0.05
C (-1.372, -1.175, -1.419)  -0.18
N (-1.738, -1.542, -2.685)  0.15
H (-3.747, 3.812, 2.151)  0.07
H (-5.523, 3.769, 2.482)  0.07
H (-4.895, 4.219, 0.875)  0.08
H (-4.988, 1.905, 0.362)  0.10
H (-3.854, -0.766, 2.344)  0.10
H (-5.597, -0.871, 0.120)  0.15
H (1.813, 0.822, 3.269)  0.12
H (3.713, 1.491, 4.807)  0.10
H (6.044, 1.519, 3.949)  0.10
H (6.503, 0.778, 1.620)  0.10
H (4.745, 0.046, 0.205)  0.08
H (3.254, -0.333, -1.131)  0.10
H (3.540, -0.574, -3.198)  0.11
H (3.529, -2.063, -5.436)  0.11
H (1.128, -3.096, -5.639)  0.13
H (-2.680, -1.941, -2.733)  0.09
H (-1.034, -1.999, -3.308)  0.10

Its orbital gap is 0.27435 Eh. As for the spin multiplicity: 1. Its total energy is -45442.6300 eV. The calculation puts the energy above the lowest of the compared OMol25 structures with the same formula, charge and spin at 1.775 eV.


Record 3
C20H18AuBCl5N6OS2 as an isolated structure. Source: the OMol25 dataset; level of theory: ωB97M-V/def2-TZVPD.

Last column: Löwdin charge in e.
CARTESIAN COORDINATES (ANGSTROEM)
Au (-0.100, 0.089, 0.002)  0.77
Cl (-1.723, 1.132, 3.112)  0.75
C (-0.149, 0.449, 3.119)  -0.68
C (0.495, 0.102, 1.938)  -0.38
C (1.812, -0.353, 2.033)  -0.70
Cl (2.672, -0.734, 0.566)  0.68
C (2.473, -0.514, 3.244)  -0.72
Cl (4.083, -1.091, 3.293)  0.72
C (1.794, -0.204, 4.421)  -0.71
Cl (2.570, -0.409, 5.934)  0.73
C (0.492, 0.283, 4.356)  -0.70
Cl (-0.328, 0.687, 5.807)  0.72
C (-1.920, 2.995, -3.011)  -0.01
N (-2.590, 1.875, -2.363)  -0.11
C (-3.582, 1.115, -2.932)  -0.03
C (-3.979, 0.234, -1.988)  -0.05
N (-3.253, 0.458, -0.835)  0.01
B (-3.837, -0.108, 0.523)  -0.40
N (-3.063, -1.186, 1.408)  0.00
C (-3.689, -1.420, 2.615)  -0.09
C (-2.939, -2.277, 3.339)  -0.02
N (-1.842, -2.576, 2.573)  -0.11
C (-0.728, -3.426, 2.973)  -0.01
C (-1.951, -1.922, 1.394)  -0.68
S (-0.793, -2.183, 0.124)  0.72
C (-2.403, 1.469, -1.089)  -0.69
S (-1.212, 2.198, -0.053)  0.70
H (-2.017, 2.879, -4.088)  0.10
H (-0.870, 3.001, -2.732)  0.06
H (-2.372, 3.935, -2.702)  0.11
H (-3.920, 1.282, -3.939)  0.14
H (-4.751, -0.512, -2.016)  0.13
H (-4.869, -0.636, 0.207)  0.08
H (-3.997, 0.831, 1.253)  0.07
H (-4.613, -0.928, 2.861)  0.13
H (-3.075, -2.685, 4.324)  0.14
H (-0.927, -3.792, 3.976)  0.10
H (0.196, -2.850, 2.972)  0.08
H (-0.625, -4.267, 2.292)  0.09
N (-0.322, -0.921, -7.147)  0.19
C (0.342, -0.005, -6.404)  -0.49
O (1.052, 0.855, -6.874)  0.09
C (0.137, -0.063, -4.903)  -0.10
C (0.986, 0.719, -4.128)  0.03
C (0.833, 0.724, -2.760)  -0.11
N (-0.122, 0.002, -2.149)  -0.10
C (-0.940, -0.752, -2.885)  -0.14
C (-0.840, -0.809, -4.264)  0.02
H (-0.135, -0.927, -8.137)  0.13
H (-0.732, -1.744, -6.745)  0.10
H (1.750, 1.314, -4.608)  0.13
H (1.472, 1.319, -2.121)  0.12
H (-1.681, -1.318, -2.337)  0.08
H (-1.549, -1.423, -4.802)  0.12

Its orbital gap is 0.25062 Eh. As for the spin multiplicity: 1. Its total energy is -120668.2874 eV. The charge is +1. The calculation puts the energy above the lowest of the compared OMol25 structures with the same formula, charge and spin at 0.898 eV.